(1)
{"formula": "C18H40O7Si", "method": "ωB97M-V with the def2-TZVPD basis set", "homo_ev": -9.1742, "smiles": "C#C[Si@@H](CC)COC.COCCOCCOC.COCCOCCOC", "symbols": ["C", "C", "Si", "C", "C", "C", "O", "C", "H", "H", "H", "H", "H", "H", "H", "H", "H", "H", "H", "H", "C", "O", "C", "C", "O", "C", "C", "O", "C", "H", "H", "H", "H", "H", "H", "H", "H", "H", "H", "H", "H", "H", "H", "C", "O", "C", "C", "O", "C", "C", "O", "C", "H", "H", "H", "H", "H", "H", "H", "H", "H", "H", "H", "H", "H", "H"], "positions_angstrom": [[-7.255, -1.955, -2.990], [-6.048, -2.594, -2.576], [-4.693, -3.431, -1.426], [-4.646, -2.645, 0.331], [-5.323, -1.125, 0.191], [-5.066, -5.329, -1.453], [-6.506, -5.666, -1.371], [-7.081, -5.302, -0.067], [-8.322, -1.451, -3.176], [-3.375, -3.257, -2.062], [-5.264, -3.206, 1.151], [-3.526, -2.456, 0.688], [-5.353, -0.657, 1.275], [-4.732, -0.449, -0.580], [-6.452, -1.257, -0.158], [-4.421, -5.888, -0.620], [-4.701, -5.757, -2.507], [-7.814, -4.374, -0.202], [-6.274, -5.104, 0.781], [-7.740, -6.205, 0.338], [3.258, -4.237, -1.535], [2.415, -3.150, -1.883], [1.354, -3.543, -2.756], [0.170, -2.582, -2.627], [-0.621, -2.818, -1.454], [-0.038, -2.401, -0.212], [-0.014, -0.880, -0.040], [1.071, -0.310, -0.773], [0.842, 1.050, -1.105], [3.741, -4.647, -2.424], [4.023, -3.872, -0.846], [2.682, -5.017, -1.023], [1.022, -4.560, -2.524], [1.742, -3.514, -3.780], [-0.504, -2.762, -3.472], [0.480, -1.538, -2.691], [0.950, -2.845, -0.071], [-0.685, -2.818, 0.567], [0.135, -0.630, 1.016], [-0.970, -0.461, -0.382], [-0.052, 1.144, -1.731], [1.699, 1.414, -1.677], [0.735, 1.653, -0.199], [3.972, 2.004, 1.167], [4.172, 3.188, 1.922], [5.510, 3.677, 1.822], [5.553, 5.182, 2.095], [5.114, 5.969, 0.980], [3.702, 5.969, 0.731], [2.909, 6.771, 1.767], [2.728, 6.006, 2.959], [2.512, 6.827, 4.097], [4.610, 1.200, 1.539], [2.925, 1.706, 1.264], [4.176, 2.190, 0.106], [5.919, 3.478, 0.826], [6.110, 3.149, 2.571], [6.599, 5.466, 2.256], [5.013, 5.450, 3.005], [3.321, 4.951, 0.622], [3.578, 6.458, -0.240], [1.915, 7.003, 1.371], [3.442, 7.706, 1.987], [3.374, 7.481, 4.264], [2.400, 6.179, 4.971], [1.603, 7.421, 3.974]]}

(2)
{"formula": "C2H4HgLiO2", "method": "ωB97M-V with the def2-TZVPD basis set", "s2": 2.010, "homo_ev": [-12.4233, -15.1328], "total_charge": 1, "de_lowest_kcal_mol": 23.1, "multiplicity": 3, "symbols": ["O", "C", "C", "O", "Hg", "Li", "H", "H", "H", "H"], "positions_angstrom": [[1.756, 0.462, 0.419], [-1.880, 0.224, 0.689], [-2.130, -0.057, -0.723], [-0.777, 0.180, -0.305], [1.177, -1.183, -0.245], [0.602, 1.610, -0.505], [-2.264, 1.178, 1.054], [-1.825, -0.482, 1.518], [-2.494, 0.747, -1.365], [-2.283, -1.091, -1.038]]}

(3)
{"formula": "C4H5NO2", "method": "ωB97M-V with the def2-TZVPD basis set", "homo_ev": -9.0913, "de_lowest_kcal_mol": 54.6, "smiles": "COc1ccno1", "symbols": ["C", "C", "C", "C", "H", "H", "H", "H", "H", "N", "O", "O"], "positions_angstrom": [[-2.465, -0.425, -0.194], [-0.190, 0.160, 0.006], [0.432, -1.057, -0.180], [1.776, -0.719, -0.067], [-2.355, -0.816, -1.210], [-2.384, -1.206, 0.579], [-3.419, 0.127, -0.059], [0.059, -2.032, -0.435], [2.668, -1.325, -0.126], [1.991, 0.560, 0.255], [-1.450, 0.608, -0.028], [0.722, 1.089, 0.287]]}

(4)
{"formula": "C17H15BrMnO2", "method": "ωB97M-V with the def2-TZVPD basis set", "s2": 8.761, "homo_ev": [0.4253, 0.4273], "total_charge": -2, "multiplicity": 6, "symbols": ["C", "C", "C", "H", "C", "C", "H", "H", "H", "H", "Mn", "Br", "C", "C", "C", "H", "C", "C", "H", "H", "H", "H", "O", "C", "O", "C", "C", "C", "C", "C", "C", "H", "H", "H", "H", "H"], "positions_angstrom": [[3.221, 1.226, -1.211], [3.138, 1.497, 0.191], [2.886, 0.240, 0.891], [3.257, 2.512, 0.580], [2.677, -0.760, -0.159], [2.935, -0.149, -1.421], [2.921, -0.616, -2.424], [3.470, 1.960, -2.020], [2.552, 0.164, 1.924], [2.306, -1.775, -0.077], [1.173, 0.677, -0.037], [0.170, 2.484, 1.065], [-1.152, 1.521, -2.286], [-0.272, 0.688, -3.048], [0.844, 1.446, -3.388], [-0.392, -0.378, -3.186], [0.711, 2.750, -2.776], [-0.544, 2.777, -2.125], [-0.902, 3.582, -1.509], [-2.062, 1.178, -1.809], [1.742, 1.084, -3.888], [1.533, 3.474, -2.632], [-2.125, -0.941, -0.954], [-1.368, -1.031, 0.021], [-0.070, -0.794, 0.057], [-1.836, -1.531, 1.357], [-1.077, -1.370, 2.542], [-1.605, -1.858, 3.736], [-2.857, -2.491, 3.747], [-3.590, -2.628, 2.565], [-3.069, -2.154, 1.377], [-0.114, -0.852, 2.540], [-1.048, -1.745, 4.666], [-3.267, -2.863, 4.687], [-4.562, -3.094, 2.559], [-3.623, -2.230, 0.447]]}

(5)
{"formula": "C2H10N2O3", "method": "ωB97M-V with the def2-TZVPD basis set", "s2": 0.760, "homo_ev": [-13.7251, -13.7250], "total_charge": 1, "de_lowest_kcal_mol": 23.6, "multiplicity": 2, "symbols": ["O", "C", "N", "C", "N", "H", "H", "H", "H", "H", "H", "H", "H", "O", "H", "H", "O"], "positions_angstrom": [[3.113, 1.400, 1.930], [2.952, 1.581, 0.765], [2.031, 0.810, 0.022], [1.087, -0.039, 0.699], [-0.084, 0.849, 0.739], [3.487, 2.360, 0.198], [2.173, 0.650, -0.982], [1.467, -0.293, 1.676], [0.880, -0.929, 0.126], [-0.060, 1.457, 1.570], [-0.240, 1.449, -0.085], [-3.123, -2.153, -1.970], [-2.987, -2.302, -3.480], [-3.229, -1.664, -2.796], [-3.182, -0.705, 0.442], [-1.722, -1.027, 0.681], [-2.562, -1.445, 0.465]]}

(6)
{"formula": "C43H60Cl6N9O", "method": "ωB97M-V with the def2-TZVPD basis set", "s2": 0.755, "homo_ev": [-7.7033, -7.7032], "multiplicity": 2, "symbols": ["C", "Cl", "Cl", "Cl", "H", "C", "Cl", "Cl", "Cl", "H", "C", "C", "C", "C", "C", "C", "N", "O", "C", "C", "C", "H", "H", "H", "H", "H", "H", "H", "H", "H", "H", "H", "H", "H", "H", "H", "H", "H", "H", "N", "C", "C", "C", "C", "H", "H", "H", "H", "H", "N", "C", "C", "C", "C", "H", "H", "H", "H", "H", "N", "C", "C", "C", "C", "H", "H", "H", "H", "H", "N", "C", "C", "C", "C", "H", "H", "H", "H", "H", "N", "C", "C", "C", "C", "H", "H", "H", "H", "H", "N", "C", "C", "C", "C", "H", "H", "H", "H", "H", "N", "C", "C", "C", "C", "H", "H", "H", "H", "H", "N", "C", "C", "C", "C", "H", "H", "H", "H", "H"], "positions_angstrom": [[-5.197, -2.085, -2.014], [-3.801, -2.947, -1.474], [-6.667, -3.069, -2.052], [-4.928, -1.379, -3.612], [-5.372, -1.298, -1.285], [-0.231, -3.125, -3.829], [1.003, -4.239, -4.345], [-1.816, -3.747, -4.352], [0.079, -1.515, -4.475], [-0.202, -3.076, -2.743], [-4.057, 6.338, -4.023], [-3.921, 4.798, -3.929], [-4.255, 4.226, -5.375], [-3.747, 2.817, -5.650], [-2.294, 2.685, -5.135], [-2.075, 3.097, -3.643], [-2.517, 4.482, -3.470], [-2.139, 5.018, -2.281], [-2.688, 2.106, -2.623], [-0.546, 3.018, -3.528], [-5.036, 4.345, -3.034], [-5.052, 6.584, -4.384], [-3.234, 6.676, -4.654], [-3.849, 6.784, -3.050], [-5.334, 4.307, -5.505], [-3.757, 4.815, -6.149], [-3.833, 2.638, -6.722], [-4.367, 2.035, -5.202], [-1.745, 3.372, -5.780], [-1.999, 1.638, -5.203], [-3.450, 2.592, -2.015], [-3.241, 1.293, -3.099], [-1.925, 1.615, -2.018], [-0.056, 3.633, -4.282], [-0.289, 3.363, -2.527], [-0.228, 1.986, -3.679], [-5.230, 3.270, -3.066], [-6.017, 4.816, -3.090], [-4.751, 4.542, -1.996], [-1.785, -2.913, 3.382], [-2.594, -1.870, 2.969], [-3.489, -2.382, 2.036], [-3.288, -3.752, 1.932], [-2.269, -4.069, 2.806], [-0.992, -2.821, 4.002], [-2.348, -0.858, 3.249], [-4.240, -1.792, 1.533], [-3.897, -4.407, 1.330], [-1.698, -4.929, 3.121], [4.441, 1.758, -0.533], [4.721, 0.939, -1.600], [3.584, 0.852, -2.367], [2.586, 1.729, -1.896], [3.191, 2.269, -0.747], [5.073, 2.074, 0.182], [5.639, 0.375, -1.647], [3.389, 0.136, -3.153], [1.647, 1.932, -2.380], [2.822, 2.989, -0.031], [-0.850, 3.201, 0.846], [-0.037, 2.199, 1.335], [0.940, 2.746, 2.130], [0.614, 4.074, 2.337], [-0.491, 4.326, 1.554], [-1.618, 3.136, 0.200], [-0.168, 1.196, 0.956], [1.728, 2.212, 2.638], [1.018, 4.691, 3.124], [-1.035, 5.247, 1.410], [5.496, -4.466, -0.426], [4.154, -4.699, -0.269], [3.537, -3.604, -0.849], [4.493, -2.687, -1.245], [5.698, -3.338, -1.142], [6.202, -5.055, -0.017], [3.892, -5.644, 0.178], [2.468, -3.452, -0.837], [4.358, -1.704, -1.668], [6.680, -2.970, -1.396], [2.782, -3.092, 4.161], [2.632, -3.006, 5.516], [1.504, -3.712, 5.890], [0.937, -4.237, 4.728], [1.757, -3.876, 3.692], [3.500, -2.657, 3.597], [3.364, -2.450, 6.081], [1.146, -3.893, 6.892], [0.059, -4.863, 4.691], [1.687, -4.078, 2.634], [4.425, -1.715, 1.585], [3.599, -0.775, 2.148], [4.067, -0.463, 3.427], [5.226, -1.209, 3.579], [5.413, -2.020, 2.508], [4.266, -2.131, 0.670], [2.800, -0.367, 1.549], [3.613, 0.212, 4.135], [5.815, -1.086, 4.476], [6.109, -2.832, 2.370], [0.552, -0.984, 5.091], [-0.264, -0.887, 6.175], [-1.108, 0.163, 6.028], [-0.875, 0.709, 4.758], [0.162, -0.020, 4.206], [1.100, -1.811, 4.895], [-0.256, -1.604, 6.982], [-1.823, 0.575, 6.722], [-1.478, 1.481, 4.304], [0.538, 0.054, 3.197], [-0.717, -1.804, 0.519], [-1.079, -1.188, -0.653], [0.016, -0.584, -1.230], [1.148, -0.938, -0.462], [0.628, -1.645, 0.627], [-1.293, -2.430, 1.061], [-2.119, -1.259, -0.934], [-0.003, -0.024, -2.150], [2.155, -0.621, -0.679], [1.207, -2.011, 1.462]]}

Looking at DFT total energy for the records above, in order, we have -41514.933 -10602.511 -9811.946 -123329.947 -11349.435 -136152.598 eV.